Entry 1:
C34H23BiBrClF6N6O10S3 as an isolated structure, computed with ωB97M-V with the def2-TZVPD basis set.

XYZ file:
```
85
Properties=species:S:1:pos:R:3
Bi 0.08 -0.03 0.01
C 3.97 3.40 5.91
C 2.77 3.00 5.12
C 2.48 3.60 3.89
C 1.39 3.21 3.14
C 0.55 2.22 3.62
C 0.80 1.62 4.86
C 1.91 2.01 5.59
S -0.83 1.60 2.72
O -0.79 0.17 2.88
O -2.01 2.31 3.13
N -0.48 1.84 1.14
C -0.96 3.00 0.48
C -1.29 4.17 1.13
C -1.80 5.27 0.41
C -1.98 5.23 -0.94
C -1.61 4.06 -1.64
C -1.76 3.92 -3.04
C -1.38 2.77 -3.66
C -0.83 1.74 -2.88
N -0.68 1.83 -1.58
C -1.09 2.96 -0.93
H 4.70 3.92 5.30
H 4.45 2.52 6.35
H 3.69 4.06 6.74
H 3.15 4.37 3.51
H 1.19 3.68 2.18
H 0.15 0.83 5.22
H 2.13 1.51 6.52
H -1.20 4.25 2.20
H -2.06 6.16 0.97
H -2.39 6.07 -1.48
H -2.18 4.74 -3.60
H -1.50 2.63 -4.72
H -0.51 0.82 -3.34
O 2.52 -2.17 5.14
C 3.15 -1.06 4.83
O 3.85 -0.46 5.62
C 2.94 -0.51 3.46
C 3.67 0.53 2.91
Cl 5.00 1.37 3.53
N 3.15 0.84 1.70
N 2.11 0.02 1.44
C 1.98 -0.80 2.47
C 0.95 -1.90 2.33
O 1.00 -2.85 3.10
O 0.15 -1.80 1.34
C 3.63 1.70 0.67
C 4.97 1.72 0.34
C 5.39 2.53 -0.71
C 4.48 3.28 -1.44
C 3.13 3.23 -1.11
C 2.70 2.45 -0.05
H 1.92 -2.49 4.41
H 5.68 1.11 0.87
H 6.45 2.56 -0.96
H 4.82 3.90 -2.25
H 2.41 3.81 -1.66
H 1.67 2.46 0.25
Br 4.45 -1.88 0.05
C 3.72 -1.10 -1.51
C 4.58 -0.43 -2.38
C 4.04 0.07 -3.55
C 2.68 -0.12 -3.81
C 1.93 -0.79 -2.86
N 2.43 -1.25 -1.72
H 5.62 -0.33 -2.15
H 4.66 0.60 -4.26
H 2.23 0.24 -4.72
H 0.87 -0.97 -3.03
F -2.14 -3.74 0.20
C -2.33 -2.86 -0.76
F -1.12 -2.50 -1.25
F -3.02 -3.42 -1.74
S -3.23 -1.36 -0.08
O -2.16 -0.33 -0.06
O -3.77 -1.78 1.16
N -4.31 -0.93 -1.11
S -3.85 -0.16 -2.43
O -2.70 -0.75 -3.07
O -3.90 1.27 -2.30
C -5.29 -0.61 -3.49
F -5.35 -1.93 -3.67
F -6.43 -0.20 -2.95
F -5.13 -0.02 -4.68
```

Highest occupied orbital energy (Eh): -0.325
Net charge: 0
Electronic energy (eV): -202263.461


Entry 2:
A 3-piece molecular cluster, C34H23F17N4O2S overall at a distorted geometry, computed with ωB97M-V with the def2-TZVPD basis set.

XYZ file:
```
81
Properties=species:S:1:pos:R:3
C -2.18 -1.55 3.79
C -3.00 -2.21 2.92
C -2.88 -1.83 1.48
C -1.70 -2.21 0.89
C -1.49 -1.87 -0.43
C -0.17 -2.23 -1.08
C 1.02 -1.62 -0.31
C 1.06 -0.11 -0.39
F 0.05 0.45 0.34
F 0.89 0.25 -1.68
C 2.37 0.49 0.16
F 3.37 -0.22 -0.43
F 2.49 0.28 1.48
C 2.62 1.99 -0.25
F 1.48 2.65 -0.50
F 3.23 1.92 -1.46
C 3.60 2.78 0.65
F 4.68 1.97 0.82
F 4.06 3.82 -0.05
C 3.14 3.20 2.08
F 3.78 4.36 2.38
F 3.55 2.32 3.01
C 1.63 3.47 2.34
F 0.85 2.40 2.11
F 1.53 3.67 3.67
C 1.05 4.78 1.68
F 1.72 5.16 0.59
F 1.21 5.77 2.59
C -0.48 4.72 1.43
F -0.85 5.96 1.07
F -1.14 4.39 2.54
F -0.81 3.90 0.43
C -2.45 -1.17 -1.12
C -3.64 -0.80 -0.53
C -3.83 -1.14 0.77
N -4.62 -0.04 -1.25
C -4.05 1.10 -1.89
C -4.58 2.35 -1.75
C -4.01 3.43 -2.36
C -2.92 3.30 -3.16
C -2.37 2.05 -3.31
O -1.24 1.85 -4.10
N -1.45 2.26 -5.47
O -2.35 1.72 -5.96
C -2.93 0.98 -2.68
S -2.23 -0.65 -2.82
H -2.17 -0.46 3.86
H -1.44 -2.06 4.42
H -3.71 -2.96 3.26
H -0.96 -2.73 1.48
H -0.11 -2.00 -2.14
H -0.06 -3.31 -1.01
H 0.92 -1.94 0.73
H 1.93 -2.09 -0.68
H -4.73 -0.85 1.29
H -5.07 -0.64 -1.93
H -5.47 2.51 -1.14
H -4.41 4.42 -2.23
H -2.47 4.17 -3.64
C 1.44 -4.51 -6.01
C 1.25 -5.17 -4.81
C 0.32 -4.67 -3.92
N -0.41 -3.58 -4.15
C -0.22 -2.95 -5.31
C 0.69 -3.37 -6.27
H 2.15 -4.87 -6.74
H 1.82 -6.06 -4.57
H 0.14 -5.16 -2.97
H -0.82 -2.06 -5.46
H 0.80 -2.82 -7.19
C 3.69 -1.72 5.82
C 2.70 -2.55 6.33
C 1.44 -2.50 5.75
N 1.13 -1.71 4.72
C 2.10 -0.92 4.25
C 3.39 -0.89 4.76
H 4.68 -1.73 6.25
H 2.89 -3.21 7.16
H 0.63 -3.13 6.11
H 1.81 -0.29 3.42
H 4.13 -0.23 4.33
```

Highest occupied orbital energy (Eh): -0.296
Net charge: 0
Electronic energy (eV): -102713.767
Structure (SMILES): C=Cc1cc(CCC(F)(F)C(F)(F)C(F)(F)C(F)(F)C(F)(F)C(F)(F)C(F)(F)C(F)(F)F)c2c(c1)Nc1cccc(ON=O)c1S2.c1ccncc1.c1ccncc1


Entry 3:
C34H24AsAuF6N3O3 as an isolated structure, computed with ωB97M-V with the def2-TZVPD basis set.

XYZ file:
```
72
Properties=species:S:1:pos:R:3
Au -1.98 0.23 0.25
O -3.45 3.80 -1.28
C -2.94 2.91 -0.63
N -3.26 1.58 -0.67
C -4.35 1.07 -1.35
O -5.31 1.68 -1.74
C -4.22 -0.42 -1.62
C -5.19 -1.07 -2.37
C -4.99 -2.40 -2.69
C -3.84 -3.05 -2.25
C -2.94 -2.34 -1.48
N -3.14 -1.06 -1.18
C -1.80 3.22 0.31
C -1.36 4.53 0.43
C -0.32 4.81 1.29
C 0.24 3.78 2.03
C -0.25 2.50 1.86
N -1.23 2.23 1.01
H -6.05 -0.51 -2.70
H -5.72 -2.94 -3.28
H -3.65 -4.08 -2.50
H -2.03 -2.78 -1.08
H -1.86 5.28 -0.16
H 0.04 5.83 1.40
H 1.04 3.96 2.73
H 0.15 1.67 2.43
C -0.91 -3.72 1.75
C -1.00 -2.22 2.04
O -0.79 -1.47 0.88
C -2.40 -1.94 2.66
F -2.54 -0.66 3.04
F -3.35 -2.19 1.74
F -2.65 -2.71 3.72
C 0.08 -1.86 3.09
F 1.30 -2.21 2.61
F 0.14 -0.53 3.33
F -0.08 -2.47 4.26
H -1.68 -3.98 1.02
H -1.07 -4.30 2.65
H 0.07 -3.94 1.33
C 2.72 -3.82 -2.40
C 3.59 -3.35 -1.42
C 3.20 -2.34 -0.56
C 1.93 -1.79 -0.70
C 1.05 -2.27 -1.67
C 1.45 -3.28 -2.52
As 1.36 -0.28 0.35
C 1.29 1.14 -0.95
C 0.41 1.31 -2.00
C 0.55 2.40 -2.85
C 1.59 3.30 -2.64
C 2.48 3.12 -1.59
C 2.33 2.05 -0.72
C 3.20 1.75 0.44
C 4.27 2.52 0.88
C 4.99 2.14 2.01
C 4.66 0.98 2.70
C 3.61 0.19 2.27
C 2.91 0.56 1.13
H 3.04 -4.61 -3.06
H 4.58 -3.78 -1.32
H 3.87 -1.97 0.20
H 0.05 -1.84 -1.74
H 0.77 -3.65 -3.28
H -0.40 0.60 -2.16
H -0.13 2.54 -3.67
H 1.71 4.14 -3.30
H 3.29 3.83 -1.46
H 4.54 3.42 0.35
H 5.80 2.77 2.35
H 5.22 0.70 3.58
H 3.34 -0.71 2.81
```

⟨S²⟩: 2.0093
Highest occupied orbital energy (alpha / beta) (Eh): -0.401 / -0.429
Multiplicity: 3
Net charge: +1
Electronic energy (eV): -127090.248


> net charge of number 3 (C34H24AsAuF6N3O3)?

+1